# 1
{
  "formula": "C4H8EuMgO3",
  "method": "ωB97M-V/def2-TZVPD",
  "elements": ["O", "Mg", "Eu", "O", "O", "C", "C", "C", "C", "H", "H", "H", "H", "H", "H", "H", "H"],
  "positions_angstrom": [[1.668, -1.548, -1.187], [0.396, -2.153, -2.482], [0.621, -1.882, 0.169], [-0.808, -1.238, -1.315], [-0.386, 0.081, 1.011], [0.712, 0.900, 1.478], [-1.255, 0.671, 0.042], [1.984, 0.328, 0.954], [-1.813, -0.355, -0.929], [0.662, 0.999, 2.578], [0.557, 1.923, 1.094], [-0.611, 1.335, -0.561], [-2.031, 1.262, 0.549], [2.296, -0.261, -0.488], [-2.654, -0.952, -0.540], [-2.245, 0.194, -1.784], [2.908, 0.696, 1.412]],
  "gap_ev": [6.0510, 8.0533],
  "total_energy_ev": -35172.5500,
  "spin_multiplicity": 8,
  "e_lumo_ha": [-0.36608, -0.36637],
  "s2": 15.78,
  "charge": 2
}

=====

# 2
{
  "formula": "C24H25GaN7O2",
  "method": "ωB97M-V/def2-TZVPD",
  "elements": ["Ga", "C", "C", "N", "C", "C", "N", "C", "C", "C", "C", "C", "N", "C", "C", "N", "C", "C", "N", "C", "C", "C", "N", "C", "C", "H", "H", "H", "H", "H", "H", "H", "H", "H", "H", "H", "H", "N", "C", "C", "O", "O", "H", "H", "H", "H", "C", "C", "C", "C", "H", "H", "H", "H", "H", "H", "H", "H", "H"],
  "positions_angstrom": [[-0.247, -0.160, 0.179], [-2.361, 0.263, 4.157], [-1.501, -0.325, 3.233], [-0.867, 0.411, 2.334], [-1.086, 1.728, 2.343], [-1.972, 2.294, 3.245], [-2.607, 1.563, 4.153], [-0.283, 2.511, 1.369], [-0.170, 3.887, 1.417], [0.712, 4.535, 0.558], [1.506, 3.750, -0.275], [1.348, 2.376, -0.272], [0.422, 1.785, 0.492], [2.230, 1.456, -1.036], [3.191, 1.874, -1.950], [3.999, 1.013, -2.555], [3.857, -0.269, -2.248], [2.887, -0.701, -1.347], [2.081, 0.164, -0.752], [0.836, 6.009, 0.565], [-0.290, 6.814, 0.682], [-0.126, 8.191, 0.674], [1.057, 8.788, 0.573], [2.131, 8.013, 0.469], [2.076, 6.627, 0.453], [-2.866, -0.337, 4.903], [-1.336, -1.391, 3.214], [-2.192, 3.353, 3.235], [-0.728, 4.456, 2.145], [2.241, 4.218, -0.912], [3.313, 2.916, -2.214], [4.526, -0.972, -2.726], [2.761, -1.748, -1.106], [-1.282, 6.388, 0.748], [-0.987, 8.843, 0.751], [3.085, 8.521, 0.396], [2.991, 6.053, 0.389], [-0.492, 0.019, -2.091], [-1.936, -0.180, -2.314], [-2.734, 0.316, -1.109], [-3.916, 0.512, -1.196], [-2.023, 0.482, -0.018], [-0.226, 0.951, -2.395], [0.050, -0.629, -2.654], [-2.137, -1.245, -2.432], [-2.305, 0.327, -3.205], [-0.306, -4.499, 0.679], [-0.731, -3.064, 0.991], [-2.207, -2.870, 0.660], [0.180, -2.081, 0.247], [-0.909, -5.220, 1.233], [0.741, -4.670, 0.933], [-0.434, -4.708, -0.386], [-0.584, -2.922, 2.067], [-2.378, -3.037, -0.408], [-2.570, -1.867, 0.894], [-2.826, -3.586, 1.200], [0.200, -2.372, -0.812], [1.207, -2.191, 0.607]],
  "gap_ev": 7.9932,
  "e_above_lowest_kj_mol": 3.4,
  "total_energy_ev": -92192.3943,
  "e_lumo_ha": -0.15964,
  "charge": 1
}

=====

# 3
{
  "formula": "C37H45F8O26P",
  "method": "ωB97M-V/def2-TZVPD",
  "elements": ["C", "C", "C", "O", "O", "C", "C", "P", "C", "C", "C", "C", "C", "C", "C", "C", "H", "H", "H", "H", "H", "H", "H", "H", "H", "H", "H", "H", "H", "H", "H", "H", "H", "H", "H", "H", "H", "C", "C", "O", "C", "O", "O", "F", "H", "H", "H", "C", "C", "O", "C", "O", "O", "F", "H", "H", "H", "C", "C", "O", "C", "O", "O", "F", "H", "H", "H", "C", "C", "O", "C", "O", "O", "F", "H", "H", "H", "C", "C", "O", "C", "O", "O", "F", "H", "H", "H", "C", "C", "O", "C", "O", "O", "F", "H", "H", "H", "C", "C", "O", "C", "O", "O", "F", "H", "H", "H", "C", "C", "O", "C", "O", "O", "F", "H", "H", "H"],
  "positions_angstrom": [[6.182, 0.755, 0.088], [5.076, 1.626, 0.928], [3.622, 1.802, 0.186], [2.939, 0.720, -0.273], [2.920, 3.113, -0.004], [2.821, 3.373, -1.470], [1.256, 3.418, -2.011], [0.091, 4.146, -0.664], [-0.954, 4.922, 0.726], [-2.559, 4.606, 0.672], [-2.971, 3.140, 0.072], [-3.497, 1.989, 1.165], [-3.987, 0.466, 0.686], [-3.963, 0.056, -0.933], [-3.437, 1.173, -2.052], [-2.972, 2.678, -1.500], [6.001, 0.702, -1.067], [7.261, 1.200, 0.313], [6.175, -0.361, 0.511], [5.553, 2.661, 1.255], [4.861, 1.044, 1.946], [3.368, 4.395, -1.738], [3.371, 2.543, -2.094], [1.237, 4.194, -2.913], [0.884, 2.397, -2.451], [-0.799, 4.563, -1.720], [1.184, 5.048, -0.275], [0.056, 2.876, 0.029], [-0.845, 6.105, 0.615], [-0.440, 4.672, 1.770], [-2.937, 4.621, 1.804], [-3.198, 5.464, 0.141], [-3.570, 2.230, 2.313], [-4.399, -0.345, 1.461], [-4.315, -0.998, -1.316], [-3.430, 0.913, -3.211], [-2.613, 3.443, -2.317], [4.606, 1.415, -5.032], [6.068, 1.620, -5.237], [6.199, 3.022, -5.306], [5.183, 3.510, -4.540], [5.124, 4.658, -4.132], [4.240, 2.554, -4.278], [6.468, 1.096, -6.418], [4.044, 1.406, -5.972], [4.388, 0.495, -4.483], [6.694, 1.231, -4.426], [7.309, 6.158, -0.871], [6.992, 4.705, -0.964], [6.471, 4.399, 0.310], [5.901, 5.557, 0.747], [5.115, 5.624, 1.678], [6.312, 6.634, 0.011], [8.115, 3.977, -1.150], [8.297, 6.349, -0.438], [7.248, 6.660, -1.840], [6.253, 4.455, -1.733], [-7.188, 0.160, 3.602], [-8.366, -0.726, 3.826], [-8.392, -1.538, 2.674], [-7.093, -1.625, 2.273], [-6.675, -2.455, 1.482], [-6.312, -0.675, 2.871], [-9.510, -0.007, 3.866], [-7.431, 1.044, 3.003], [-6.729, 0.486, 4.539], [-8.290, -1.356, 4.719], [-8.249, -4.664, 3.330], [-8.913, -5.972, 3.595], [-7.987, -6.652, 4.412], [-7.324, -5.673, 5.088], [-6.643, -5.867, 6.081], [-7.520, -4.443, 4.521], [-9.068, -6.675, 2.451], [-7.555, -4.706, 2.483], [-8.968, -3.860, 3.155], [-9.873, -5.890, 4.116], [7.906, -3.938, 0.527], [7.648, -3.353, -0.820], [8.342, -2.126, -0.785], [9.381, -2.331, 0.073], [10.355, -1.602, 0.155], [9.202, -3.459, 0.826], [6.333, -3.093, -0.989], [7.203, -3.579, 1.286], [7.884, -5.031, 0.517], [8.018, -3.962, -1.652], [7.147, 2.603, 3.946], [8.296, 2.252, 4.827], [8.073, 0.894, 5.134], [7.403, 0.393, 4.058], [7.275, -0.797, 3.825], [6.899, 1.389, 3.266], [8.255, 2.960, 5.978], [6.254, 2.893, 4.509], [7.392, 3.403, 3.242], [9.277, 2.366, 4.354], [-4.717, -4.479, 0.106], [-5.623, -5.213, -0.822], [-5.092, -6.519, -0.838], [-4.511, -6.680, 0.384], [-4.188, -7.759, 0.852], [-4.342, -5.484, 1.027], [-5.545, -4.707, -2.074], [-3.822, -4.093, -0.394], [-5.221, -3.652, 0.612], [-6.668, -5.245, -0.497], [-8.338, -4.868, -5.388], [-8.742, -3.438, -5.280], [-9.254, -3.338, -3.970], [-8.579, -4.280, -3.253], [-8.543, -4.316, -2.035], [-7.940, -5.176, -4.067], [-9.737, -3.150, -6.149], [-9.167, -5.522, -5.679], [-7.512, -5.015, -6.090], [-7.918, -2.727, -5.408]],
  "gap_ev": 8.0995,
  "smiles": "CCC(=O)OCC[PH3]CCc1ccccc1.O=C1OC[C@@H](F)O1.O=C1OC[C@@H](F)O1.O=C1OC[C@@H](F)O1.O=C1OC[C@@H](F)O1.O=C1OC[C@@H](F)O1.O=C1OC[C@@H](F)O1.O=C1OC[C@@H](F)O1.O=C1OC[C@@H](F)O1",
  "total_energy_ev": -123347.5862,
  "e_lumo_ha": 0.00688,
  "charge": 0
}

=====

# 4
{
  "formula": "C2HNOS",
  "method": "ωB97M-V/def2-TZVPD",
  "elements": ["C", "C", "N", "O", "S", "H"],
  "positions_angstrom": [[1.380, -0.087, 0.227], [-1.727, -0.155, -0.423], [2.182, -0.873, -0.028], [0.485, 0.789, 0.317], [-2.856, -0.780, 0.464], [0.536, 1.106, -0.557]],
  "gap_ev": 10.3939,
  "e_above_lowest_kj_mol": 327.8,
  "total_energy_ev": -16459.1357,
  "e_lumo_ha": -0.01872,
  "charge": 0
}